No. 1
DFT (ωB97M-V with the def2-TZVPD basis set) results for a structure of composition C30H31AsN6OSn in a non-equilibrium geometry.

Each line ends with the Mulliken charge.
CARTESIAN COORDINATES (ANGSTROEM)
Sn: 0.08 0.18 0.95  0.95
C: -1.47 4.04 -0.50  -0.88
C: -2.83 4.10 -0.19  -0.53
C: -3.41 3.04 0.46  -0.51
C: -2.65 1.91 0.80  0.18
N: -1.34 1.85 0.45  0.56
C: -0.78 2.91 -0.16  -0.82
N: -3.29 0.95 1.53  -0.45
C: -2.83 -0.17 1.93  0.00
N: -1.61 -0.80 1.65  -0.04
C: -1.63 -2.07 2.28  0.10
N: -0.77 -3.00 2.29  -0.51
C: 0.45 -3.02 1.66  0.39
C: 1.19 -4.20 1.77  -0.63
C: 2.41 -4.32 1.16  -0.52
C: 2.91 -3.23 0.43  -1.42
C: 2.14 -2.10 0.37  -0.58
N: 0.94 -1.97 0.96  0.28
C: -2.91 -2.21 2.98  0.16
C: -3.40 -3.26 3.74  -0.19
C: -4.66 -3.08 4.32  -0.70
C: -5.38 -1.90 4.13  -0.71
C: -4.88 -0.87 3.34  -0.16
C: -3.63 -1.05 2.79  0.17
H: -0.96 4.86 -0.99  0.49
H: -3.41 4.97 -0.44  0.45
H: -4.45 3.03 0.74  0.57
H: 0.27 2.83 -0.38  0.59
H: 0.75 -5.01 2.34  0.57
H: 2.98 -5.23 1.24  0.44
H: 3.87 -3.27 -0.06  0.49
H: 2.49 -1.23 -0.17  1.05
H: -2.84 -4.17 3.87  0.56
H: -5.08 -3.87 4.92  0.43
H: -6.35 -1.80 4.60  0.43
H: -5.45 0.04 3.18  0.56
N: 0.57 3.12 4.28  -0.37
C: 0.64 2.22 3.31  0.59
O: -0.33 1.53 2.97  -0.53
C: 1.95 2.06 2.58  -0.79
C: 2.01 0.72 1.88  -0.97
H: -0.29 3.25 4.79  0.27
H: 1.38 3.65 4.57  0.21
H: 2.77 2.14 3.30  0.54
H: 2.06 2.88 1.87  0.31
H: 2.11 -0.11 2.58  0.65
H: 2.75 0.66 1.09  0.32
C: -0.42 1.13 -2.98  -1.21
As: 0.81 0.25 -1.77  0.97
C: 2.28 1.51 -1.73  -1.30
C: 1.48 -1.27 -2.86  -0.87
C: 1.96 -0.76 -4.18  0.21
C: 1.13 -0.81 -5.30  -0.41
C: 1.55 -0.32 -6.52  -0.65
C: 2.81 0.25 -6.64  -0.50
C: 3.66 0.29 -5.54  -0.74
C: 3.24 -0.22 -4.32  -0.18
H: 0.15 1.48 -3.83  0.45
H: -0.90 1.97 -2.49  0.35
H: -1.19 0.43 -3.32  0.42
H: 2.43 1.93 -2.73  0.52
H: 3.21 1.03 -1.41  0.37
H: 2.06 2.32 -1.04  0.40
H: 0.64 -1.95 -2.96  0.64
H: 2.27 -1.76 -2.29  0.45
H: 0.14 -1.26 -5.21  0.40
H: 0.90 -0.37 -7.38  0.42
H: 3.14 0.66 -7.59  0.42
H: 4.65 0.72 -5.63  0.42
H: 3.92 -0.22 -3.48  0.40

Calculated values
Total charge: +2
Frontier orbital gap: 7.53 eV

---

No. 2
DFT (ωB97M-V with the def2-TZVPD basis set) results for an isolated molecule of C7H8N4OS in a non-equilibrium geometry.

Each line ends with the Mulliken charge.
CARTESIAN COORDINATES (ANGSTROEM)
C: -1.48 -0.08 -1.74  0.38
C: -0.87 0.08 -0.49  0.88
C: 1.13 0.18 1.57  0.66
C: 1.20 0.71 -1.84  0.47
C: 0.30 -1.02 1.67  -0.73
C: -2.93 -0.42 -1.95  -1.35
C: 2.10 0.54 2.73  -1.19
N: -0.88 0.32 -2.84  -0.20
N: 1.16 0.92 0.52  -1.00
N: 0.38 0.58 -2.87  -0.63
N: 0.39 0.53 -0.54  0.57
O: 2.37 0.82 -1.72  -0.52
S: -1.37 -0.49 1.09  -0.13
H: 0.70 -1.80 0.96  0.28
H: 0.15 -1.43 2.63  0.43
H: -3.44 0.56 -2.07  0.24
H: -3.33 -1.14 -1.31  0.47
H: -2.88 -0.87 -2.93  0.39
H: 3.09 -0.10 2.77  0.25
H: 1.74 0.51 3.72  0.40
H: 2.48 1.61 2.65  0.33

Calculated values
Total charge: 0
ΔE to the lowest compared entry with this formula, charge and spin: 3.1059 eV
Frontier orbital gap: 7.83 eV
Structure (SMILES): CC1=Nn2c(c(C)nnc2=O)SC1

---

No. 3
DFT (ωB97M-V with the def2-TZVPD basis set) results for a structure of composition C4H22KO9 in a non-equilibrium geometry.

Each line ends with the Mulliken charge.
CARTESIAN COORDINATES (ANGSTROEM)
K: -1.05 -0.23 -0.25  0.79
O: 0.47 0.37 1.95  -0.50
H: 0.78 0.07 2.81  0.31
H: 1.28 0.84 1.76  0.22
O: -3.17 -1.36 0.93  -0.50
H: -3.76 -0.62 0.86  0.26
H: -3.19 -1.92 0.16  0.29
O: -3.25 0.55 -1.26  -0.54
H: -2.90 0.67 -2.11  0.30
H: -4.02 -0.04 -1.37  0.26
O: -2.07 1.32 1.62  -0.49
H: -1.72 2.00 2.26  0.24
H: -2.64 1.89 1.14  0.28
O: -0.61 -2.06 2.28  -0.59
H: -1.53 -1.79 2.34  0.27
H: 0.02 -1.36 2.25  0.31
C: -0.11 3.20 -0.92  -0.15
C: 1.02 2.51 -1.64  -0.51
O: 1.28 1.26 -1.03  -0.33
O: -0.24 4.47 -1.40  -0.55
H: -0.01 3.27 0.16  0.18
H: -1.08 2.76 -1.12  0.19
H: 1.95 3.02 -1.43  0.34
H: 1.03 2.38 -2.70  0.38
H: 2.07 0.88 -1.36  0.21
H: -0.85 4.98 -0.86  0.33
C: 2.77 -2.96 -0.60  -0.59
C: 1.58 -2.23 0.07  -0.06
O: 0.43 -2.49 -0.69  -0.55
O: 4.02 -2.63 -0.07  -0.55
H: 2.80 -2.72 -1.66  0.32
H: 2.66 -4.01 -0.48  0.34
H: 1.86 -1.18 0.23  0.15
H: 1.42 -2.62 1.13  0.26
H: -0.01 -3.30 -0.35  0.33
H: 4.78 -2.92 -0.66  0.34

Calculated values
Total charge: +1
ΔE to the lowest compared entry with this formula, charge and spin: 0.0000 eV
Frontier orbital gap: 9.58 eV